Record 1
A single C6H12O molecule. Source: the OMol25 dataset; level of theory: the ωB97M-V functional and the def2-TZVPD basis.

Each line ends with the Mulliken charge.
Positions of all 19 atoms, in Å:
1 C 1.364 0.982 0.256  -1.38
2 C 0.750 -0.424 0.254  0.90
3 C 1.442 -1.485 -0.615  -1.21
4 O -0.133 -1.110 1.158  -0.60
5 C -0.712 -0.142 0.296  0.93
6 C -1.299 0.950 1.200  -1.46
7 C -1.435 -0.272 -1.017  -1.16
8 H 2.330 0.960 -0.239  0.37
9 H 1.406 1.512 1.204  0.32
10 H 0.714 1.589 -0.404  0.32
11 H 0.895 -1.707 -1.536  0.23
12 H 1.513 -2.436 -0.068  0.31
13 H 2.466 -1.207 -0.889  0.35
14 H -1.406 1.943 0.748  0.33
15 H -2.304 0.602 1.477  0.39
16 H -0.733 1.043 2.132  0.42
17 H -2.450 -0.654 -0.945  0.34
18 H -0.855 -0.837 -1.748  0.30
19 H -1.487 0.760 -1.407  0.30

Atoms 1-2, force components in eV/Å:
C 0.6 0.1 0.2
C -0.4 0.6 -0.8

Total charge: 0
HOMO-LUMO gap (Ha): 0.3650
SMILES string: CC1(C)OC1(C)C
Molar mass (g mol⁻¹): 100.2
Energy relative to the best compared isomer or geometry (same formula, charge and spin) (kcal/mol): 58.53
Lowest unoccupied orbital energy (eV): 0.932
Total energy (eV): -8461.81597

***

Record 2
A molecular structure, C4H17NO3OsP. Source: the OMol25 dataset; level of theory: the ωB97M-V functional and the def2-TZVPD basis.

Each line ends with the Mulliken spin population.
Positions of all 27 atoms, in Å:
1 C 1.596 3.508 -1.391  0.14
2 Os 0.259 1.284 -0.357  3.39
3 N -1.667 1.855 -1.027  0.03
4 H 1.468 0.895 0.493  0.04
5 H 1.442 2.364 -1.395  -0.02
6 H 2.681 3.744 -1.371  0.00
7 H 1.101 3.951 -0.541  0.00
8 H 1.104 4.006 -2.241  0.00
9 H -2.405 1.838 -0.299  0.00
10 H -1.964 1.188 -1.756  0.01
11 H -1.620 2.802 -1.424  0.00
12 C -2.786 -2.253 1.282  0.00
13 O -1.463 -2.149 0.813  0.08
14 P -0.480 -0.750 0.455  0.20
15 O 0.260 -0.904 1.915  0.00
16 C 1.233 -1.925 2.137  0.01
17 O 0.113 -1.760 -0.738  0.00
18 C 1.309 -1.233 -1.272  0.15
19 H -3.415 -2.630 0.446  0.00
20 H -3.072 -1.213 1.526  0.00
21 H -2.948 -2.921 2.181  0.00
22 H 1.129 -2.239 3.188  0.00
23 H 1.096 -2.785 1.454  0.00
24 H 2.214 -1.454 1.967  0.00
25 H 1.176 -0.078 -1.470  -0.05
26 H 2.033 -1.296 -0.445  -0.02
27 H 1.606 -1.846 -2.132  0.01

Atoms 1-2, force components in eV/Å:
C 0.2 0.3 -0.7
Os -0.7 0.9 -0.6

Total charge: +1
Expectation value of S²: 6.0174
HOMO-LUMO gap (spin up / spin down) (Ha): 0.2579 / 0.2496
Molar mass (g mol⁻¹): 348.4
Lowest unoccupied orbital energy (spin up / spin down) (eV): -3.546 / -5.994
Total energy (eV): -23800.17190
2S+1: 5

***

Record 3
A single C11H21N3O3 molecule. Source: the OMol25 dataset; level of theory: the ωB97M-V functional and the def2-TZVPD basis.

Each line ends with the Mulliken charge.
Positions of all 38 atoms, in Å:
1 N 4.153 -0.619 2.043  -0.59
2 C 2.791 -0.927 1.742  -0.13
3 C 2.759 -1.870 0.577  -0.72
4 C 1.375 -1.993 -0.016  -0.44
5 C 1.311 -0.977 -1.128  -0.67
6 C -0.013 -0.929 -1.917  0.07
7 N 0.076 -0.039 -3.068  -0.68
8 C -1.063 -0.384 -0.980  0.13
9 O -1.823 -1.133 -0.400  -0.58
10 N -1.171 1.077 -0.758  0.20
11 C -2.015 1.817 -1.725  -0.65
12 C -3.223 2.276 -0.776  -0.55
13 C -3.084 1.661 0.651  -0.71
14 C -1.587 1.385 0.689  0.34
15 C -1.115 0.535 1.768  0.04
16 O -0.155 -0.200 1.759  -0.51
17 O -2.023 0.587 2.818  -0.50
18 H 4.612 -1.537 2.094  0.28
19 H 4.176 -0.204 2.980  0.27
20 H 2.227 -0.052 1.383  0.02
21 H 2.021 -1.436 2.480  0.17
22 H 3.438 -1.428 -0.181  0.29
23 H 3.270 -2.806 0.946  0.44
24 H 0.708 -1.753 0.774  0.24
25 H 1.211 -3.011 -0.269  0.38
26 H 2.154 -1.223 -1.903  0.27
27 H 1.415 -0.022 -0.655  0.16
28 H -0.394 -1.942 -2.261  0.43
29 H 0.634 -0.428 -3.852  0.27
30 H 0.434 0.837 -2.667  0.24
31 H -1.459 2.705 -2.032  0.33
32 H -2.300 1.221 -2.652  0.33
33 H -3.147 3.365 -0.736  0.27
34 H -4.247 2.043 -1.259  0.30
35 H -3.444 2.393 1.396  0.35
36 H -3.678 0.709 0.667  0.30
37 H -1.159 2.362 0.976  0.23
38 H -1.665 -0.061 3.489  0.40

Atoms 1-2, force components in eV/Å:
N 0.1 -0.4 1.4
C -3.1 -0.4 -0.4

Total charge: 0
HOMO-LUMO gap (Ha): 0.3561
SMILES string: NCCCC[C@H](N)C(=O)N1CCC[C@H]1C(=O)O
Molar mass (g mol⁻¹): 243.3
Energy relative to the best compared isomer or geometry (same formula, charge and spin) (kcal/mol): 64.61
Lowest unoccupied orbital energy (eV): 0.686
Total energy (eV): -22359.27260

***

Record 4
A gas-phase ion, C6H14NS3 (charge +1). Source: the OMol25 dataset; level of theory: the ωB97M-V functional and the def2-TZVPD basis.

Each line ends with the Mulliken charge.
Positions of all 24 atoms, in Å:
1 C -2.954 -2.343 1.571  -0.80
2 S -1.943 -0.922 1.952  0.03
3 C -0.469 -1.321 0.953  0.16
4 N 0.328 -0.013 0.813  -0.32
5 C -0.328 1.054 -0.041  -0.65
6 C 0.730 1.646 -1.052  0.47
7 C 1.985 1.906 -0.245  -1.70
8 C 1.070 0.710 -2.191  -1.14
9 S 0.627 -2.689 1.267  -0.11
10 S -0.273 -2.208 -0.600  -0.05
11 H -3.858 -2.285 2.093  0.41
12 H -2.325 -3.275 1.687  0.26
13 H -3.110 -2.153 0.496  0.26
14 H 0.660 0.237 1.741  0.44
15 H 1.237 -0.394 0.506  0.40
16 H -0.873 1.770 0.723  0.36
17 H -1.096 0.469 -0.677  0.34
18 H 0.289 2.572 -1.300  0.41
19 H 2.561 1.055 -0.069  0.50
20 H 1.713 2.393 0.675  0.40
21 H 2.607 2.505 -0.919  0.44
22 H 1.037 -0.398 -1.819  0.10
23 H 0.390 0.673 -2.990  0.37
24 H 1.995 1.012 -2.574  0.42

Atoms 1-2, force components in eV/Å:
C 2.5 -0.7 -2.3
S 1.0 0.2 0.0

Total charge: +1
HOMO-LUMO gap (Ha): 0.3056
SMILES string: CSC1([NH2+]CC(C)C)SS1
Molar mass (g mol⁻¹): 196.4
Energy relative to the best compared isomer or geometry (same formula, charge and spin) (kcal/mol): 0.00
Lowest unoccupied orbital energy (eV): -4.568
Total energy (eV): -40436.53365

***

Record 5
A single C5H10O molecule. Source: the OMol25 dataset; level of theory: the ωB97M-V functional and the def2-TZVPD basis.

Each line ends with the Mulliken charge.
Positions of all 16 atoms, in Å:
1 C 0.772 2.099 0.270  -0.83
2 C -0.010 1.168 -0.265  -0.13
3 C 0.243 -0.324 -0.295  0.82
4 C 1.610 -0.751 0.212  -1.63
5 O -0.717 -0.963 0.539  -0.34
6 C -2.003 -1.080 -0.020  -0.67
7 H 1.745 1.874 0.700  0.24
8 H 0.447 3.135 0.301  0.25
9 H -0.971 1.478 -0.676  0.16
10 H 0.124 -0.683 -1.333  0.21
11 H 1.674 -1.843 0.192  0.36
12 H 1.752 -0.420 1.245  0.38
13 H 2.415 -0.341 -0.406  0.40
14 H -2.702 -1.248 0.805  0.24
15 H -2.062 -1.929 -0.717  0.26
16 H -2.320 -0.171 -0.552  0.27

Atoms 1-2, force components in eV/Å:
C -0.1 -0.1 -0.1
C 0.0 0.1 0.1

Total charge: 0
HOMO-LUMO gap (Ha): 0.3963
SMILES string: C=C[C@@H](C)OC
Molar mass (g mol⁻¹): 86.1
Energy relative to the best compared isomer or geometry (same formula, charge and spin) (kcal/mol): 31.80
Lowest unoccupied orbital energy (eV): 1.128
Total energy (eV): -7393.38615

***

Record 6
2 unconnected molecules or ions with the total composition C3H11NP2. Source: the OMol25 dataset; level of theory: the ωB97M-V functional and the def2-TZVPD basis.

Each line ends with the Mulliken spin population.
Positions of all 17 atoms, in Å:
1 C 1.157 -0.955 -0.811  -0.06
2 C -0.190 1.612 -0.993  -0.02
3 C 0.669 -0.295 0.393  0.75
4 N 0.078 0.944 0.326  0.17
5 P -1.212 -2.220 1.006  1.04
6 P -0.812 1.656 1.560  0.03
7 H 1.434 -1.879 -0.504  -0.01
8 H 1.878 -0.422 -1.329  0.06
9 H 0.371 -1.092 -1.560  0.02
10 H -0.558 2.681 -0.711  0.00
11 H 0.761 1.540 -1.566  0.01
12 H -1.104 1.296 -1.584  0.02
13 H 1.417 -0.326 1.245  0.02
14 H -0.434 -2.849 0.178  -0.03
15 H -1.945 -1.605 -0.215  -0.02
16 H -1.589 0.517 2.011  0.01
17 H 0.080 1.398 2.553  0.01

Atoms 1-2, force components in eV/Å:
C -2.9 1.2 -0.8
C -0.8 1.1 0.7

Total charge: 0
Expectation value of S²: 2.0058
HOMO-LUMO gap (spin up / spin down) (Ha): 0.2506 / 0.3066
Molar mass (g mol⁻¹): 123.1
Lowest unoccupied orbital energy (spin up / spin down) (eV): 0.885 / -1.311
Total energy (eV): -23351.51926
2S+1: 3

***

Repeat the second record exactly.
A molecular structure, C4H17NO3OsP. Source: the OMol25 dataset; level of theory: the ωB97M-V functional and the def2-TZVPD basis.

Each line ends with the Mulliken spin population.
Positions of all 27 atoms, in Å:
1 C 1.596 3.508 -1.391  0.14
2 Os 0.259 1.284 -0.357  3.39
3 N -1.667 1.855 -1.027  0.03
4 H 1.468 0.895 0.493  0.04
5 H 1.442 2.364 -1.395  -0.02
6 H 2.681 3.744 -1.371  0.00
7 H 1.101 3.951 -0.541  0.00
8 H 1.104 4.006 -2.241  0.00
9 H -2.405 1.838 -0.299  0.00
10 H -1.964 1.188 -1.756  0.01
11 H -1.620 2.802 -1.424  0.00
12 C -2.786 -2.253 1.282  0.00
13 O -1.463 -2.149 0.813  0.08
14 P -0.480 -0.750 0.455  0.20
15 O 0.260 -0.904 1.915  0.00
16 C 1.233 -1.925 2.137  0.01
17 O 0.113 -1.760 -0.738  0.00
18 C 1.309 -1.233 -1.272  0.15
19 H -3.415 -2.630 0.446  0.00
20 H -3.072 -1.213 1.526  0.00
21 H -2.948 -2.921 2.181  0.00
22 H 1.129 -2.239 3.188  0.00
23 H 1.096 -2.785 1.454  0.00
24 H 2.214 -1.454 1.967  0.00
25 H 1.176 -0.078 -1.470  -0.05
26 H 2.033 -1.296 -0.445  -0.02
27 H 1.606 -1.846 -2.132  0.01

Atoms 1-2, force components in eV/Å:
C 0.2 0.3 -0.7
Os -0.7 0.9 -0.6

Total charge: +1
Expectation value of S²: 6.0174
HOMO-LUMO gap (spin up / spin down) (Ha): 0.2579 / 0.2496
Molar mass (g mol⁻¹): 348.4
Lowest unoccupied orbital energy (spin up / spin down) (eV): -3.546 / -5.994
Total energy (eV): -23800.17190
2S+1: 5